1.
DFT (ωB97M-V/def2-TZVPD) results for C34H26N5P2PdS2Se2 as an isolated structure at a distorted geometry.

```
72
C34H26N5P2PdS2Se2 ωB97M-V/def2-TZVPD
Pd 1.832 -3.006 1.633
Se 2.104 4.233 1.173
P 1.274 2.762 -0.087
C -0.477 3.142 -0.360
C -0.911 3.925 -1.427
C -2.234 4.353 -1.482
C -3.121 4.007 -0.473
C -2.691 3.224 0.594
C -1.372 2.794 0.653
C 2.082 2.794 -1.717
C 1.471 2.368 -2.894
C 2.118 2.503 -4.117
C 3.398 3.034 -4.167
C 4.021 3.446 -2.998
C 3.359 3.342 -1.779
C 1.310 1.063 0.647
C 0.871 -0.261 0.404
N 1.292 -0.997 1.469
N 1.946 -0.205 2.305
N 1.954 1.020 1.844
P -0.077 -1.246 -0.783
Se 0.021 -3.336 -0.282
C -1.809 -0.745 -0.850
C -2.200 0.442 -1.463
C -3.535 0.820 -1.475
C -4.482 0.023 -0.852
C -4.098 -1.156 -0.234
C -2.763 -1.545 -0.236
C 0.641 -1.030 -2.419
C 2.029 -1.050 -2.513
C 2.634 -1.085 -3.760
C 1.856 -1.123 -4.910
C 0.473 -1.117 -4.816
C -0.139 -1.069 -3.569
H -0.212 4.222 -2.199
H -2.565 4.973 -2.309
H -4.150 4.352 -0.513
H -3.381 2.957 1.388
H -1.027 2.204 1.496
H 0.471 1.976 -2.875
H 1.619 2.194 -5.026
H 3.905 3.138 -5.123
H 5.017 3.874 -3.033
H 3.817 3.700 -0.865
H -1.471 1.068 -1.946
H -3.825 1.742 -1.961
H -5.524 0.326 -0.846
H -4.838 -1.784 0.246
H -2.457 -2.472 0.233
H 2.631 -1.045 -1.615
H 3.714 -1.096 -3.834
H 2.330 -1.152 -5.884
H -0.134 -1.156 -5.713
H -1.219 -1.088 -3.491
N -0.166 -5.616 2.677
C -0.268 -4.627 3.597
N 0.416 -3.522 3.599
C 0.004 -2.707 4.666
C 0.531 -1.458 4.976
C 0.015 -0.764 6.061
C -1.008 -1.299 6.847
C -1.528 -2.549 6.561
C -1.007 -3.235 5.471
S -1.449 -4.806 4.878
H 0.501 -5.515 1.960
H -0.706 -6.453 2.745
H 1.330 -1.052 4.374
H 0.417 0.213 6.302
H -1.396 -0.737 7.690
H -2.313 -2.979 7.173
S 4.087 -5.628 1.596
C 3.061 -4.525 1.641
```

## Properties
* relative energy (zero: lowest compared OMol25 entry of this formula, charge and spin): 0.767 eV
* E_HOMO (alpha / beta): -7.40 / -7.45 eV
* multiplicity: 2

---

2.
DFT (ωB97M-V/def2-TZVPD) results for C34H26N9O2RhS2 as an isolated structure at a distorted geometry.

```
74
C34H26N9O2RhS2 ωB97M-V/def2-TZVPD
Rh -0.078 0.535 0.069
C -3.469 -1.372 1.834
C -4.513 -0.444 1.720
C -4.323 0.654 0.932
C -3.076 0.884 0.292
N -2.049 -0.007 0.475
C -2.289 -1.114 1.178
N -3.014 1.917 -0.536
C -1.969 2.344 -1.211
N -0.666 1.916 -1.075
C 0.108 2.522 -2.036
N 1.405 2.387 -2.217
C 2.251 1.735 -1.436
C 3.612 1.738 -1.840
C 4.582 1.251 -1.013
C 4.208 0.802 0.258
C 2.870 0.781 0.583
N 1.890 1.148 -0.250
C -0.723 3.368 -2.835
C -0.454 4.170 -3.940
C -1.503 4.862 -4.507
C -2.794 4.778 -3.972
C -3.072 4.009 -2.862
C -2.031 3.280 -2.295
H -3.575 -2.259 2.436
H -5.453 -0.609 2.226
H -5.101 1.379 0.765
H -1.495 -1.847 1.211
H 3.829 2.152 -2.810
H 5.621 1.248 -1.311
H 4.932 0.469 0.984
H 2.581 0.481 1.577
H 0.548 4.247 -4.332
H -1.334 5.490 -5.371
H -3.585 5.334 -4.451
H -4.060 3.980 -2.434
N -1.645 -3.642 7.175
C -1.218 -2.928 6.092
C -2.027 -1.942 5.515
C -1.546 -1.149 4.492
C -0.260 -1.347 4.023
C 0.551 -2.322 4.576
C 0.078 -3.117 5.595
S 0.506 -0.223 2.875
O 1.824 0.045 3.386
O -0.356 0.920 2.668
N 0.598 -0.883 1.358
C 1.299 -1.955 1.015
N 1.383 -2.212 -0.309
C 1.961 -3.321 -0.704
C 2.534 -4.216 0.189
C 2.463 -3.847 1.524
N 1.854 -2.758 1.935
H -2.627 -3.653 7.389
H -1.127 -4.465 7.426
H -3.023 -1.783 5.902
H -2.145 -0.356 4.074
H 1.553 -2.419 4.196
H 0.715 -3.865 6.043
H 1.961 -3.498 -1.773
H 2.996 -5.131 -0.135
H 2.908 -4.452 2.302
S -0.480 -1.184 -1.952
C 0.395 -0.402 -3.244
C -0.252 0.466 -4.124
C 0.469 1.082 -5.129
C 1.825 0.839 -5.274
C 2.463 -0.035 -4.409
C 1.755 -0.656 -3.401
H -1.308 0.661 -4.011
H -0.030 1.764 -5.801
H 2.380 1.325 -6.061
H 3.520 -0.227 -4.514
H 2.239 -1.326 -2.710
```

## Properties
* relative energy (zero: lowest compared OMol25 entry of this formula, charge and spin): 2.521 eV
* E_HOMO (alpha / beta): -7.36 / -7.37 eV

---

3.
DFT (ωB97M-V/def2-TZVPD) results for C34H27AsBr2N4O9S2Ti as an isolated structure.

```
80
C34H27AsBr2N4O9S2Ti ωB97M-V/def2-TZVPD
Ti 0.197 0.135 -1.438
C -0.524 -2.783 -3.351
C 0.379 -3.067 -2.192
C 0.875 -4.371 -1.986
C 1.717 -4.638 -0.945
C 2.095 -3.597 -0.073
C 2.949 -3.729 1.048
Br 3.720 -5.418 1.461
C 3.233 -2.662 1.847
C 2.681 -1.403 1.567
Br 3.082 0.053 2.703
C 1.835 -1.194 0.495
O 1.281 -0.056 0.206
C 1.554 -2.329 -0.337
N 0.710 -2.080 -1.380
H -1.461 -2.344 -3.014
H -0.740 -3.698 -3.900
H -0.061 -2.060 -4.024
H 0.570 -5.158 -2.662
H 2.091 -5.639 -0.782
H 3.882 -2.778 2.703
O 3.547 0.602 -4.558
As 2.071 1.429 -4.017
O 2.413 2.982 -3.706
O 1.543 0.412 -2.771
C 0.993 0.984 -5.568
C 1.667 0.699 -6.750
C 0.968 0.330 -7.891
C -0.413 0.234 -7.859
C -1.099 0.520 -6.687
C -0.401 0.895 -5.549
S -1.348 1.308 -4.094
O -2.734 1.374 -4.496
O -0.742 2.518 -3.589
O -1.139 0.160 -3.164
H 4.249 0.821 -3.934
H 2.747 0.756 -6.767
H 1.508 0.114 -8.804
H -0.962 -0.056 -8.747
H -2.178 0.474 -6.636
O -0.146 2.014 -0.681
S -1.316 2.409 0.197
C -0.865 4.112 0.720
C 0.070 4.738 -0.265
C 1.437 4.494 -0.176
C 2.299 4.992 -1.137
C 1.804 5.734 -2.199
C 0.446 5.987 -2.291
C -0.416 5.492 -1.326
C -2.660 2.766 -0.970
C -3.836 3.370 -0.269
C -4.520 2.632 0.696
C -5.591 3.187 1.380
C -5.999 4.484 1.102
C -5.333 5.221 0.133
C -4.257 4.668 -0.545
H -0.409 3.989 1.702
H -1.797 4.664 0.834
H 1.816 3.871 0.626
H 3.355 4.765 -1.080
H 2.473 6.079 -2.976
H 0.053 6.543 -3.133
H -1.480 5.677 -1.411
H -2.904 1.770 -1.343
H -2.237 3.352 -1.785
H -4.210 1.614 0.904
H -6.111 2.602 2.127
H -6.837 4.916 1.633
H -5.653 6.229 -0.098
H -3.746 5.241 -1.308
N -3.416 -0.911 -1.652
C -2.466 -1.191 -0.717
O -1.574 -0.308 -0.485
C -2.511 -2.405 -0.012
C -1.559 -2.678 0.999
N -0.775 -2.903 1.815
C -3.481 -3.376 -0.347
N -4.311 -4.116 -0.664
H -4.053 -1.649 -1.904
H -3.121 -0.295 -2.400
```

## Properties
* relative energy (zero: lowest compared OMol25 entry of this formula, charge and spin): 0.000 eV
* E_HOMO (alpha / beta): -5.38 / -5.41 eV
* net charge: -1
* multiplicity: 2

---

4.
DFT (ωB97M-V/def2-TZVPD) results for C34H27BBiN12O4 as an isolated structure at a distorted geometry.

```
79
C34H27BBiN12O4 ωB97M-V/def2-TZVPD
Bi -0.272 -0.267 1.026
C 2.643 -4.306 2.001
C 3.729 -4.054 1.196
C 3.930 -2.755 0.746
C 3.028 -1.751 1.127
N 1.930 -2.021 1.880
C 1.758 -3.251 2.300
C 3.232 -0.357 0.767
C 4.397 0.057 0.054
C 4.615 1.404 -0.167
C 3.701 2.301 0.325
C 2.537 1.825 1.011
N 2.316 0.538 1.178
C 1.536 2.762 1.556
C 1.764 4.132 1.594
C 0.817 4.960 2.190
C -0.315 4.388 2.722
C -0.479 3.005 2.621
N 0.413 2.210 2.058
H 2.451 -5.295 2.392
H 4.416 -4.843 0.923
H 4.775 -2.545 0.112
H 0.875 -3.446 2.896
H 5.112 -0.664 -0.302
H 5.485 1.739 -0.713
H 3.847 3.356 0.162
H 2.661 4.566 1.185
H 0.977 6.029 2.237
H -1.074 4.985 3.208
H -1.371 2.528 3.006
C -3.503 -2.306 -1.446
C -2.296 -2.258 -0.768
N -2.206 -1.132 -0.062
N -3.353 -0.426 -0.280
C -4.138 -1.124 -1.119
B -3.466 0.990 0.322
N -3.303 0.863 1.869
C -4.239 0.993 2.825
C -3.709 0.563 4.026
C -2.416 0.159 3.711
N -2.184 0.338 2.410
N -2.255 1.836 -0.286
C -2.362 2.900 -1.096
C -1.142 3.147 -1.701
C -0.304 2.155 -1.220
N -0.982 1.373 -0.378
N -4.731 1.757 0.057
C -5.046 2.974 0.585
C -6.255 3.364 0.072
C -6.622 2.307 -0.782
N -5.711 1.356 -0.791
H -3.871 -3.088 -2.084
H -1.486 -2.967 -0.756
H -5.090 -0.722 -1.409
H -5.220 1.365 2.593
H -4.197 0.535 4.983
H -1.654 -0.249 4.354
H -3.309 3.394 -1.224
H -0.915 3.911 -2.420
H 0.721 1.921 -1.458
H -4.389 3.467 1.282
H -6.798 4.267 0.279
H -7.509 2.205 -1.384
O 1.978 0.053 -1.428
C 1.535 -1.101 -1.458
O 0.612 -1.513 -0.666
C 2.160 -2.128 -2.345
C 3.079 -1.725 -3.310
C 3.701 -2.666 -4.114
C 3.391 -3.998 -3.917
C 2.477 -4.431 -2.975
C 1.853 -3.478 -2.187
N 4.076 -5.015 -4.751
O 3.759 -6.169 -4.573
O 4.792 -4.605 -5.633
H 3.293 -0.673 -3.428
H 4.409 -2.389 -4.880
H 2.267 -5.485 -2.880
H 1.123 -3.776 -1.448
```

## Properties
* E_HOMO (alpha / beta): -13.66 / -13.66 eV
* net charge: +2
* multiplicity: 2

---

5.
DFT (ωB97M-V/def2-TZVPD) results for C34H27BrN7O6V as an isolated structure at a distorted geometry.

```
76
C34H27BrN7O6V ωB97M-V/def2-TZVPD
V 0.385 1.626 -0.351
O -2.981 1.308 -2.324
C -2.969 0.036 -2.786
C -3.909 -0.322 -3.756
C -3.946 -1.606 -4.257
C -3.044 -2.558 -3.805
C -2.111 -2.212 -2.850
C -2.068 -0.924 -2.325
C -1.060 -0.633 -1.226
O -0.641 0.639 -1.080
N -1.637 -1.042 0.054
N -1.163 -0.419 1.137
C -1.321 -0.953 2.289
C -1.016 -0.284 3.516
Br -0.704 1.606 3.394
C -1.012 -0.831 4.746
C -1.104 -2.239 5.070
C -1.732 -2.621 6.260
C -1.824 -3.954 6.605
C -1.268 -4.927 5.788
C -0.613 -4.557 4.624
C -0.536 -3.226 4.260
H -2.223 1.461 -1.736
H -4.605 0.428 -4.095
H -4.675 -1.872 -5.007
H -3.071 -3.563 -4.194
H -1.411 -2.950 -2.488
H -0.137 -1.220 -1.444
H -1.897 -2.026 0.136
H -1.775 -1.944 2.396
H -0.919 -0.159 5.587
H -2.156 -1.864 6.902
H -2.314 -4.237 7.523
H -1.320 -5.966 6.073
H -0.146 -5.309 4.006
H 0.016 -2.935 3.375
O 3.242 1.838 2.509
C 2.577 1.352 1.623
N 1.611 2.011 0.914
C 1.596 3.398 1.026
O 2.565 4.109 1.042
C 0.183 3.866 1.084
C -0.185 5.089 1.620
C -1.535 5.401 1.671
C -2.442 4.466 1.187
C -1.985 3.265 0.664
N -0.691 2.968 0.609
C 2.727 -0.094 1.252
C 3.857 -0.763 1.718
C 4.018 -2.098 1.397
C 3.023 -2.716 0.655
C 1.924 -1.966 0.256
N 1.778 -0.678 0.531
H 0.587 5.745 1.996
H -1.867 6.346 2.076
H -3.501 4.668 1.214
H -2.679 2.513 0.305
H 4.570 -0.214 2.313
H 4.885 -2.647 1.734
H 3.095 -3.759 0.389
H 1.124 -2.446 -0.293
O 0.574 3.073 -1.507
N 1.168 2.890 -2.630
N 1.740 1.778 -2.752
O 1.783 0.922 -1.789
C 2.239 1.441 -4.032
C 2.727 2.444 -4.861
C 3.079 2.128 -6.159
C 2.927 0.830 -6.629
C 2.474 -0.170 -5.782
C 2.134 0.127 -4.473
H 2.827 3.452 -4.492
H 3.467 2.902 -6.803
H 3.158 0.600 -7.657
H 2.371 -1.184 -6.139
H 1.763 -0.638 -3.807
```

## Properties
* relative energy (zero: lowest compared OMol25 entry of this formula, charge and spin): 2.963 eV
* E_HOMO (alpha / beta): -10.48 / -10.48 eV
* net charge: +1
* multiplicity: 2

---

6.
DFT (ωB97M-V/def2-TZVPD) results for C34H28BrF6IN4O5OsS3Se as an isolated structure.

```
84
C34H28BrF6IN4O5OsS3Se ωB97M-V/def2-TZVPD
Os -0.636 -1.194 -2.335
Br -1.564 -3.527 -2.010
C 0.153 -4.340 -1.919
C 0.252 -5.687 -2.034
C 1.533 -6.266 -1.888
C 2.606 -5.476 -1.598
C 2.474 -4.068 -1.473
C 3.578 -3.246 -1.127
C 3.433 -1.895 -1.017
C 2.191 -1.287 -1.296
C 1.079 -2.022 -1.660
C 1.218 -3.458 -1.686
H -0.616 -6.303 -2.234
H 1.643 -7.337 -1.988
H 3.587 -5.915 -1.465
H 4.537 -3.714 -0.939
H 4.278 -1.275 -0.744
H 2.138 -0.210 -1.228
I 0.288 1.354 -2.392
C -1.160 2.659 -1.541
C -1.232 3.926 -2.086
C -2.182 4.759 -1.518
C -2.977 4.286 -0.483
C -2.782 2.993 -0.027
N -1.860 2.181 -0.559
H -0.599 4.248 -2.902
H -2.301 5.769 -1.892
H -3.741 4.911 -0.042
H -3.370 2.581 0.784
F -4.961 0.736 -4.983
C -4.358 0.931 -3.834
F -3.655 2.062 -3.860
F -5.227 0.962 -2.839
S -3.195 -0.461 -3.507
O -2.781 -0.200 -2.110
O -3.835 -1.713 -3.772
N -1.906 -0.146 -4.396
S -1.377 -1.302 -5.420
O -0.771 -2.352 -4.592
O -2.254 -1.630 -6.486
C 0.089 -0.405 -6.114
F -0.255 0.802 -6.516
F 0.546 -1.127 -7.110
F 1.029 -0.303 -5.163
O -0.004 0.693 2.131
S 1.190 1.369 1.475
C 0.991 3.117 1.704
C 0.256 3.591 2.780
C 0.124 4.961 2.943
C 0.725 5.834 2.042
C 1.453 5.344 0.966
C 1.580 3.972 0.785
C 2.558 1.083 2.574
C 2.345 0.390 3.751
C 3.427 0.166 4.595
C 4.688 0.629 4.250
C 4.886 1.310 3.053
C 3.818 1.536 2.200
H -0.195 2.895 3.478
H -0.440 5.352 3.781
H 0.625 6.904 2.181
H 1.922 6.026 0.269
H 2.133 3.577 -0.063
H 1.351 0.040 3.999
H 3.283 -0.374 5.522
H 5.525 0.455 4.913
H 5.873 1.662 2.785
H 3.966 2.065 1.265
C -2.668 0.275 3.885
N -2.211 -1.087 3.575
C -2.140 -2.095 4.506
C -1.662 -3.190 3.873
N -1.437 -2.829 2.565
C -0.903 -3.721 1.532
C -1.778 -1.544 2.387
Se -1.823 -0.561 0.787
H -2.112 0.641 4.744
H -3.730 0.254 4.111
H -2.471 0.918 3.036
H -2.431 -1.952 5.532
H -1.464 -4.183 4.237
H -0.453 -4.579 2.022
H -0.150 -3.193 0.952
H -1.705 -4.056 0.879
```

## Properties
* E_HOMO (alpha / beta): -13.27 / -13.55 eV
* net charge: +2
* multiplicity: 5